Entry from the OMol25 dataset: a structure of composition C31H26Cl3IrN2O3S2SbSe4 (ωB97M-V/def2-TZVPD).

```
73
C31H26Cl3IrN2O3S2SbSe4 ωB97M-V/def2-TZVPD
H -0.8848 6.7933 -2.0091
Se -4.4432 -0.9509 0.9963
C 2.3941 0.1774 4.3620
Cl -0.5309 -5.4102 -3.4845
C -1.4290 6.6571 -1.0731
H 1.5136 2.0675 -1.2534
N 1.1409 -0.2729 0.8731
Ir -0.0696 -1.7500 -0.0328
C 1.6532 0.9867 -1.1881
Se -2.3668 0.3086 4.2043
H 0.0364 -2.1797 4.8624
C -0.5276 -1.2288 -3.0013
C -1.8814 4.2232 -1.4774
S -0.5813 -2.4082 2.1056
H -3.1652 1.2258 -1.6225
C 0.5260 -1.3598 2.9701
H 2.5332 0.7238 -1.7784
O -1.3618 -3.1497 -0.7753
N 0.3529 -1.6435 -2.0876
C 2.3763 -3.4819 0.8587
C -0.8727 3.5366 1.0249
O -1.5494 0.1705 -0.0648
C -1.3213 1.1581 0.6308
C 3.5046 -4.0278 0.3265
C -1.0152 -4.3544 -1.0624
C -0.2806 -1.3308 -4.3537
H 0.5401 2.5389 2.3238
H -0.9886 7.3116 -0.3227
C -2.4281 1.8829 -2.0826
C -0.8892 4.8588 0.6025
C 1.5883 -0.6929 5.0385
C 1.4897 -2.2713 -2.4716
H 2.0990 -3.5912 1.8972
C -0.3044 3.2272 2.3834
S 3.6704 -3.7314 -1.3511
C 1.6022 -2.7927 -0.1145
O -0.1976 -5.0580 -0.5190
H 4.2550 -4.6104 0.8376
H -1.0462 2.7680 3.0380
Cl -2.6713 -6.3818 -1.7688
H 1.6624 -0.7930 6.1126
Se -4.7654 -2.8963 -0.0723
C 0.9232 -1.8934 -4.7640
C -1.3946 5.2207 -0.6383
Cl -2.8969 -3.8332 -3.0846
H -0.5043 5.6259 1.2643
H 0.7823 0.5019 -1.6125
C 2.8702 1.3875 0.9162
C 2.2711 0.3239 2.9641
H 3.8315 1.8136 2.7711
H -1.4433 -0.8090 -2.6059
C 2.2021 -2.8355 -1.3551
H -1.0513 1.0158 1.6824
C 1.8110 -2.3749 -3.8230
H 0.0469 4.1445 2.8535
C 3.0808 1.2357 2.2465
C 1.8705 0.6327 0.2523
H -2.4563 6.9821 -1.2461
Se -3.9099 -3.5095 4.0045
C -1.7778 -4.9548 -2.2976
C 1.3164 -0.4267 2.2492
H -2.2778 4.4967 -2.4493
H 3.4388 2.0961 0.3298
H 1.1499 -1.9852 -5.8182
H -2.8845 2.3990 -2.9264
H -1.6299 1.2435 -2.4609
C -1.3715 2.5388 0.1609
H -1.0191 -0.9887 -5.0638
H 3.1366 0.7701 4.8814
H 2.7303 -2.8626 -4.1172
C 0.6603 -1.4701 4.3328
Sb -2.9903 -1.6210 2.9831
C -1.8812 2.8877 -1.1102
```

Properties
E_HOMO (alpha / beta) = -7.661 / -7.624 eV
HOMO-LUMO gap (alpha / beta) = 0.242 / 0.227 hartree
charge = 0
⟨S²⟩ = 0.7549
E = -13659.53459 hartree
spin multiplicity = 2
maximum force = 0.489 eV Å⁻¹